Entry from OMol25: a single C21H25NO4 molecule (the ωB97M-V functional and the def2-TZVPD basis).

Properties
* energy above the lowest of the compared OMol25 structures with the same formula, charge and spin: 1.21 kcal/mol
* structure (SMILES): CCOc1ccc([C@H](CC(=O)O)NC(=O)[C@@H](CC)c2ccccc2)cc1
* lowest unoccupied orbital energy: 0.70 eV
* E_HOMO: -0.310 Ha
* net charge: 0

CARTESIAN COORDINATES (ANGSTROEM)
C1 2.30787 -1.70094 -5.64282
C2 0.94525 -1.02592 -5.76919
O1 -0.07025 -1.71266 -5.06503
C3 -0.14636 -1.61081 -3.71188
C4 -1.11512 -2.40950 -3.10291
C5 -1.30558 -2.37928 -1.73689
C6 -0.53158 -1.55256 -0.93248
C7 0.43219 -0.75805 -1.54260
C8 0.62981 -0.77850 -2.91044
H1 1.38901 -0.13879 -3.33155
H2 1.04346 -0.10674 -0.93394
C9 -0.67970 -1.45380 0.56754
N1 -0.75515 -0.05414 0.93494
C10 -0.16829 0.42811 2.05247
O2 0.49257 -0.26792 2.79340
C11 -0.32537 1.93880 2.20964
C12 0.70331 2.54190 1.28525
C13 0.31437 3.28280 0.17654
C14 1.25891 3.80568 -0.68952
C15 2.60618 3.58826 -0.46040
C16 3.00306 2.84533 0.63923
C17 2.05907 2.32406 1.50482
H3 2.37017 1.73102 2.35101
H4 4.05313 2.66843 0.82076
H5 3.34407 3.99472 -1.13640
H6 0.94058 4.38305 -1.54548
H7 -0.73638 3.45940 -0.00934
C18 -0.14202 2.34864 3.67411
C19 -1.40219 2.05314 4.47800
H8 -1.68971 1.01120 4.35853
H9 -2.22891 2.67540 4.13991
H10 -1.23492 2.25024 5.53418
H11 0.69378 1.78539 4.09112
H12 0.09782 3.41320 3.72660
H13 -1.32617 2.23185 1.87797
H14 -1.35523 0.53730 0.38324
H15 0.22802 -1.83857 1.05379
C20 -1.88548 -2.22044 1.15164
H16 -1.76803 -3.28648 0.96727
C21 -1.89435 -1.97190 2.64205
O3 -2.49768 -1.08605 3.18730
O4 -1.12594 -2.84333 3.29049
H17 -1.03161 -2.59195 4.22257
H18 -2.81322 -1.84656 0.71801
H19 -2.06483 -3.01225 -1.30635
H20 -1.71441 -3.05017 -3.73024
H21 0.99702 0.02253 -5.45065
H22 0.61436 -1.05154 -6.81130
H23 3.03899 -1.16529 -6.24204
H24 2.64046 -1.71511 -4.60777
H25 2.24410 -2.72691 -5.99633

Here are the Löwdin charges for atoms 1 to 2, given in e:
1. C -0.064
2. C -0.248


Entry from OMol25: a molecular structure, C21H26AuO4PS2 in a non-equilibrium geometry (the ωB97M-V functional and the def2-TZVPD basis).

Properties
* energy above the lowest of the compared OMol25 structures with the same formula, charge and spin: 37.49 kcal/mol
* lowest unoccupied orbital energy: -2.63 eV
* E_HOMO: -0.282 Ha
* net charge: 0

CARTESIAN COORDINATES (ANGSTROEM)
Au1 -0.69198 0.41917 2.95692
C1 1.76293 -2.67601 1.96741
C2 1.41005 -1.91229 3.23635
C3 2.36595 -2.21105 4.37652
O1 1.42856 -0.48288 2.98862
C4 -0.00445 -2.34794 3.63594
O2 -0.19498 -3.47571 4.00302
O3 -0.99208 -1.46138 3.53533
H1 2.78905 -2.45899 1.66342
H2 1.08644 -2.39697 1.15748
H3 1.66156 -3.74274 2.15562
H4 3.39710 -2.07965 4.04563
H5 2.22102 -3.23504 4.71271
H6 2.18142 -1.53078 5.20946
H7 1.67404 -0.32485 2.05381
C5 -4.57318 0.81816 1.00195
C6 -3.25821 0.12064 1.39118
C7 -3.53454 -1.29630 1.88299
C8 -2.62198 1.03368 2.40502
H8 -5.05637 0.23219 0.22088
H9 -4.39917 1.82459 0.61903
H10 -5.25042 0.88083 1.85862
H11 -2.62425 0.08165 0.50139
H12 -4.10453 -1.28087 2.81734
H13 -2.61880 -1.84781 2.06927
H14 -4.10851 -1.83957 1.13223
H15 -3.17406 1.09227 3.34631
H16 -2.47123 2.02766 1.98920
O4 -0.37320 3.43028 3.05852
C9 -0.16075 2.35316 2.84930
S1 -2.03622 1.17022 -1.87517
P1 -0.11109 0.79408 -1.69138
S2 0.40140 0.27919 0.20037
C10 0.42501 -0.52026 -2.82962
C11 0.92056 -1.73460 -2.37457
C12 1.33085 -2.70252 -3.28562
C13 1.24177 -2.45744 -4.64676
C14 0.73495 -1.24585 -5.10366
C15 0.32690 -0.27974 -4.19930
C16 0.90941 2.21399 -2.19440
C17 2.28583 2.17788 -1.96836
C18 3.07561 3.25714 -2.32900
C19 2.49573 4.37508 -2.91994
C20 1.12847 4.41214 -3.14247
C21 0.33129 3.33182 -2.77751
H17 0.98313 -1.91629 -1.30981
H18 1.71951 -3.64754 -2.92684
H19 1.56229 -3.21195 -5.35436
H20 0.65954 -1.05735 -6.16729
H21 -0.07430 0.66372 -4.55102
H22 2.72890 1.30578 -1.50217
H23 4.14316 3.23086 -2.14823
H24 3.11560 5.21450 -3.21011
H25 0.67624 5.28434 -3.59797
H26 -0.73993 3.34934 -2.93628

Here are the Löwdin charges for atoms 1 to 2, given in e:
1. Au 1.103
2. C -0.009